This record from the OMol25 dataset describes 5 unconnected molecules or ions with the total composition C5H20. The level of theory is wB97M-V/def2-TZVPD.

As for the charge: -1. The value obtained for the HOMO-LUMO gap (spin up / spin down) is 1.8 / 12.7 eV. Its spin multiplicity is 2. The value obtained for the HOMO energy (spin up / spin down) is 1.27 / -9.41 eV. As for the expectation value of S²: 0.750. Its LUMO energy (spin up / spin down) is 3.1 / 3.3 eV.

Each line ends with the natural charge from an NBO analysis.
Positions of all 25 atoms, in Å:
C: -2.605 2.017 -5.393  -0.916
H: -2.545 1.143 -6.011  0.204
H: -1.694 2.140 -4.815  0.218
H: -2.752 2.921 -5.998  0.200
H: -3.491 2.048 -4.760  0.211
C: 4.179 -1.935 -0.099  -1.061
H: 4.265 -1.677 0.952  0.207
H: 4.839 -2.814 -0.207  0.191
H: 3.226 -2.328 -0.438  0.210
H: 4.606 -1.140 -0.707  0.201
C: 1.320 -4.567 4.946  -1.004
H: 1.513 -4.034 5.880  0.202
H: 1.222 -3.812 4.188  0.206
H: 2.200 -5.181 4.719  0.200
H: 0.530 -5.306 5.055  0.203
C: -2.105 1.227 1.922  -1.098
H: -1.909 0.183 2.200  0.200
H: -3.090 1.416 2.348  0.192
H: -1.279 1.631 2.510  0.211
H: -2.223 1.483 0.877  0.212
C: -0.812 3.277 -1.429  -1.015
H: -0.820 4.358 -1.529  0.202
H: 0.151 2.862 -1.125  0.206
H: -1.487 3.063 -0.592  0.208
H: -1.185 2.619 -2.196  0.208



This record from the OMol25 dataset describes a molecular structure, C3H2NaO3. The level of theory is wB97M-V/def2-TZVPD.

As for the charge: -1. The value obtained for the HOMO-LUMO gap (spin up / spin down) is 3.0 / 3.0 eV. Its spin multiplicity is 1. The value obtained for the HOMO energy (spin up / spin down) is -1.63 / -1.64 eV. Its LUMO energy (spin up / spin down) is 1.3 / 1.3 eV.

Each line ends with the natural charge from an NBO analysis.
Positions of all 9 atoms, in Å:
O: 0.608 0.812 -0.805  -0.594
O: -1.150 -0.470 -0.427  -0.850
O: -1.362 1.737 -0.462  -0.898
C: 1.450 -0.357 -0.807  -0.117
C: 1.419 -0.908 0.427  -0.644
C: -0.732 0.688 -0.758  0.949
H: 1.903 -1.871 0.609  0.162
Na: -3.006 0.754 0.742  0.916
H: 0.869 -0.387 1.479  0.078



This record from the OMol25 dataset describes a single C2H2N4O2 molecule. The level of theory is wB97M-V/def2-TZVPD.

The value obtained for the HOMO-LUMO gap is 9.6 eV. Its spin multiplicity is 1. As for the structure (SMILES): N#CN/C=N\[N+](=O)[O-]. The value obtained for the HOMO energy is -11.02 eV. Its LUMO energy is -1.4 eV.

Each line ends with the natural charge from an NBO analysis.
Positions of all 10 atoms, in Å:
C: 0.326 -0.256 -0.923  0.369
C: 2.049 0.498 0.589  0.404
N: -0.965 -0.466 -1.001  -0.384
N: 3.027 0.856 1.079  -0.289
N: 0.865 0.080 0.209  -0.613
N: -1.829 -0.278 0.014  0.609
O: -1.414 0.285 1.094  -0.473
O: -2.970 -0.588 -0.188  -0.283
H: 0.787 -0.304 -1.777  0.203
H: 0.123 0.172 0.903  0.457



This record from the OMol25 dataset describes a molecular structure, C3H6S2. The level of theory is wB97M-V/def2-TZVPD.

The value obtained for the HOMO-LUMO gap is 8.2 eV. Its spin multiplicity is 1. The value obtained for the HOMO energy is -8.95 eV. Its LUMO energy is -0.8 eV.

Each line ends with the natural charge from an NBO analysis.
Positions of all 11 atoms, in Å:
C: 0.774 0.336 -0.045  -0.555
C: -0.264 -0.628 0.304  -0.517
C: -1.524 0.310 0.113  -0.247
H: 2.455 -1.211 -0.955  0.136
H: 0.309 0.874 -0.854  0.215
H: 0.608 1.274 0.627  0.234
H: -0.501 -1.467 -0.330  0.238
H: 0.057 -1.024 1.253  0.241
H: -1.253 1.711 0.171  0.200
S: 2.502 -0.049 -0.108  0.000
S: -3.162 -0.125 -0.176  0.055



Looking at F_max for the records above, in order, we have 1.8; 5.7; 6.1; 4.6 eV/Å.
Looking at energy relative to the best compared isomer or geometry (same formula, charge and spin) for the records above, in order, we have 0.307; 0.468; 6.212; 3.360 eV.
Looking at E for the records above, in order, we have -202.390252; -503.465829; -446.744417; -914.152205 Ha.